No. 1
81
Properties=species:S:1:pos:R:3:forces:R:3:lowdin_charge:R:1 method="wB97M-V/def2-TZVPD" e_homo_ev=-9.58 smiles=CCO.CCO.CCO.CCO.CCO.CCO.CCO.CCO.CCO de_lowest_kcal_mol=87.36 lumo_ev=0.55 gap_ev=10.1
C -4.35162 -1.99578 -0.07578 0.3 -0.7 0.0 -0.076
C -3.48788 -0.89011 0.44832 0.8 0.8 1.0 -0.345
O -3.37514 0.26969 -0.34386 0.8 0.3 -1.6 -0.097
H -4.25139 -2.87991 0.57982 0.0 0.3 -0.1 0.057
H -4.01098 -2.32250 -1.06752 -0.4 0.2 0.1 0.087
H -5.38682 -1.69500 -0.03384 -0.4 0.0 -0.5 0.073
H -2.47781 -1.29027 0.63577 -0.2 0.2 0.3 0.079
H -3.90797 -0.46184 1.38132 0.3 -0.8 -0.1 0.123
H -2.54435 0.29642 -0.89656 -1.0 -0.2 1.0 0.084
C 0.32182 -3.26894 -4.98671 0.2 1.2 0.3 -0.090
C 1.84290 -3.37963 -4.76151 -1.3 -0.7 -0.9 -0.290
O 2.40223 -3.98617 -5.97412 -0.2 1.0 1.3 -0.086
H -0.15246 -4.19111 -5.33753 0.2 0.1 0.3 0.073
H 0.17674 -2.48784 -5.74167 -0.1 -0.3 -0.2 0.068
H -0.19829 -2.82582 -4.09736 0.5 -0.8 -0.5 0.079
H 2.04319 -4.00996 -3.91416 0.2 -0.5 0.4 0.095
H 2.21409 -2.38987 -4.48684 0.4 0.1 -0.6 0.087
H 3.27368 -4.29056 -5.71258 0.2 -0.1 -0.2 0.068
C 4.35885 4.24011 -0.34267 -1.8 0.1 -0.2 -0.074
C 3.18128 3.21933 -0.22647 0.9 0.4 1.7 -0.355
O 2.66890 2.85610 -1.46524 0.3 -2.1 -0.8 -0.118
H 5.15219 3.74809 -0.89084 0.6 0.1 0.5 0.063
H 4.57142 4.75741 0.61415 0.4 -0.8 -0.4 0.075
H 4.01558 5.05423 -0.99191 -0.1 -0.1 -0.1 0.064
H 2.39915 3.58939 0.44602 -0.3 0.6 -0.4 0.095
H 3.48171 2.33239 0.34993 0.5 0.0 -0.4 0.104
H 2.89193 1.86730 -1.57845 -0.3 1.8 0.0 0.081
C -0.56817 1.11419 -3.43009 0.3 0.9 -0.9 -0.078
C -0.42312 1.99792 -2.23495 0.2 0.8 0.4 -0.322
O -0.61785 1.20139 -1.08455 0.1 -0.3 0.4 -0.123
H -0.13011 1.77679 -4.20156 -0.3 -0.8 -0.4 0.085
H -1.60235 0.79835 -3.72974 1.0 0.2 0.5 0.094
H 0.12424 0.29282 -3.22716 -0.3 -0.3 -0.5 0.070
H -1.12518 2.85185 -2.21258 0.0 -0.3 -0.2 0.117
H 0.59821 2.45243 -2.18087 -0.7 -0.4 -0.3 0.107
H -0.41058 1.78855 -0.34692 -0.3 0.0 0.8 0.042
C -1.80005 4.72816 0.68825 0.9 -0.2 -1.1 -0.082
C -1.96270 3.36085 1.23220 -1.6 -2.5 0.4 -0.296
O -0.79209 2.52044 1.19244 -1.0 0.5 -1.4 -0.101
H -2.63780 5.32079 1.00254 -0.3 0.6 0.0 0.074
H -1.74589 4.64672 -0.40082 -0.3 0.3 0.0 0.072
H -0.84145 5.17149 0.95814 -0.1 0.2 0.5 0.082
H -2.77043 2.76724 0.67191 1.1 0.9 0.6 0.135
H -2.30462 3.36476 2.28359 0.1 0.2 -0.3 0.114
H -0.32495 2.73110 1.97170 1.2 0.0 1.5 0.041
C -0.02576 2.90453 5.84899 0.5 0.8 -1.5 -0.102
C -0.32044 1.54522 5.26595 -0.3 -0.5 0.6 -0.317
O -0.41991 1.65483 3.81848 -0.8 -1.4 1.2 -0.114
H 0.99527 3.26740 5.52753 -0.7 -0.5 1.2 0.093
H -0.33211 2.95292 6.91301 0.8 0.2 -0.6 0.086
H -0.64693 3.58413 5.23845 -0.2 -0.1 0.6 0.072
H -1.27849 1.25006 5.74185 0.1 -0.1 -0.7 0.112
H 0.38654 0.74320 5.58744 -0.1 0.6 -0.5 0.118
H -0.99721 0.88812 3.58973 0.7 0.9 -0.3 0.096
C 4.23790 0.04844 -3.68417 0.4 1.1 1.2 -0.083
C 4.17013 -0.71901 -2.38267 -1.2 0.6 0.3 -0.257
O 3.51564 0.11341 -1.34670 -0.1 -1.4 -0.8 -0.116
H 4.93878 -0.41389 -4.35929 -0.1 -0.3 -0.5 0.070
H 4.65187 1.04865 -3.43634 -0.2 -0.4 -0.2 0.086
H 3.25194 0.22862 -4.09269 -0.1 -0.2 -0.4 0.068
H 5.13857 -0.98761 -2.04034 1.0 0.1 0.4 0.093
H 3.66089 -1.67868 -2.51299 -0.4 0.2 0.1 0.102
H 2.75161 -0.41554 -1.02292 0.4 0.4 0.0 0.059
C -3.30966 -5.32096 4.09169 1.3 0.0 0.3 -0.095
C -3.40580 -4.29428 3.01125 -0.9 1.6 0.6 -0.340
O -2.08569 -3.95947 2.59025 -0.1 -0.9 1.3 -0.066
H -2.87288 -4.94772 5.02773 0.1 0.2 -0.4 0.083
H -2.62669 -6.05909 3.68894 0.0 -0.6 0.3 0.078
H -4.24504 -5.73816 4.38410 -0.8 -0.5 -0.2 0.065
H -3.94806 -3.40796 3.43819 0.5 -0.3 -0.5 0.120
H -4.04195 -4.63283 2.19222 0.2 -0.3 -0.2 0.102
H -2.08968 -3.43411 1.81501 -0.3 0.8 -1.2 0.028
C 0.35414 -1.31288 1.86220 1.8 0.0 -0.3 -0.067
C 0.36619 -1.84221 0.43044 -1.4 -2.3 1.4 -0.343
O 0.98369 -1.10164 -0.56067 -0.2 1.7 0.2 -0.083
H 0.25016 -0.24287 1.86846 -0.1 0.6 0.1 0.051
H 1.30435 -1.57964 2.39737 -0.9 0.3 -0.4 0.098
H -0.48550 -1.74738 2.35943 -0.5 -0.3 0.6 0.047
H -0.70651 -2.10133 0.23007 0.6 0.6 -0.6 0.092
H 0.79075 -2.85378 0.51572 0.4 0.3 -0.5 0.119
H 0.57376 -0.18950 -0.47697 0.4 -1.0 -0.8 0.088

=====

No. 2
10
Properties=species:S:1:pos:R:3:forces:R:3:nbo_charge:R:1 method="wB97M-V/def2-TZVPD" e_homo_ev="-5.28 / -9.86" s_squared=2.006 de_lowest_kcal_mol=27.13 spin_multiplicity=3 lumo_ev="0.79 / -1.90" gap_ev="6.1 / 8.0"
C -0.73106 0.55827 -0.05093 -1.7 4.3 -5.9 -0.362
C -0.83568 -0.45205 0.85158 -1.1 -6.3 6.0 0.000
O -1.78705 -1.50446 0.86838 -0.6 2.0 -3.3 -0.627
S 3.00142 0.85372 -0.91552 -1.4 -0.9 0.8 -0.302
H 2.39637 0.27733 0.21187 0.8 0.6 -1.1 0.151
H -1.56786 0.69408 -0.80120 1.1 0.2 1.0 0.169
H 0.12394 1.19722 -0.13707 0.2 0.0 -0.1 0.197
H -0.09355 -0.71626 1.58088 0.3 0.2 0.1 0.154
H -2.41021 -1.39141 0.04140 1.7 -0.3 2.3 0.472
H 1.90367 0.48355 -1.64938 0.7 0.3 0.3 0.148

=====

No. 3
15
Properties=species:S:1:pos:R:3:forces:R:3:nbo_charge:R:1 method="wB97M-V/def2-TZVPD" e_homo_ev="0.26 / 0.27" total_charge=-1 lumo_ev="2.91 / 2.89" gap_ev="2.6 / 2.6"
C -2.37841 0.95885 -1.01553 -0.6 0.7 0.2 -0.876
Sn -0.08079 0.29665 0.69076 -0.1 2.1 0.5 -0.148
N 1.88401 -0.03351 1.94245 1.4 -0.1 1.1 -1.077
N 1.14366 -0.68999 -1.21656 0.6 -0.6 0.1 -1.379
H 1.82309 -0.88176 2.52423 0.0 0.5 -0.3 0.398
H -1.59124 1.58260 -0.55037 -0.4 -0.9 -0.3 0.228
H -3.28046 1.43617 -0.63235 -0.5 -0.1 -0.4 0.197
H -2.44390 -0.11836 -0.78392 0.5 0.6 0.2 0.238
H -2.25045 1.06237 -2.08087 -0.3 0.1 -0.4 0.210
H 1.51826 -1.62467 -1.04195 0.2 -0.6 -0.2 0.335
H 1.90961 -0.08043 -1.50610 0.3 0.3 -0.3 0.322
H 0.47367 -0.74369 -1.98251 -0.1 0.0 -0.2 0.370
H 2.77967 -0.05148 1.43791 -0.5 -0.1 0.2 0.385
H 1.91867 0.77515 2.58806 -0.2 -0.7 -0.6 0.404
I -1.42539 -1.88790 1.62674 -0.4 -1.2 0.4 -0.607

=====

No. 4
122
Properties=species:S:1:pos:R:3:forces:R:3:mulliken_spin:R:1 method="wB97M-V/def2-TZVPD" e_homo_ev="-2.87 / -2.91" s_squared=2.030 de_lowest_kcal_mol=18.45 total_charge=-1 spin_multiplicity=3 lumo_ev="1.44 / 1.42" gap_ev="4.3 / 4.3"
W -0.56822 0.64792 0.09574 -2.0 0.7 2.3 1.228
C 2.30704 -1.79318 1.51832 -0.3 0.1 -0.3 -0.016
N 2.09786 -3.18537 1.16529 0.1 0.2 -0.1 -0.001
C 1.15020 -3.53183 0.11987 -0.1 0.2 0.2 0.002
P 1.00325 -2.23744 -1.20949 0.4 -0.6 -0.3 0.050
C 0.18371 -3.32099 -2.45561 -0.1 0.0 0.1 0.007
C -1.13901 -3.69846 -2.20105 0.0 0.0 0.0 0.013
C -1.86353 -4.43218 -3.12976 0.0 0.0 0.0 -0.001
C -1.28206 -4.79926 -4.33657 0.0 0.0 0.0 0.004
C 0.02853 -4.42676 -4.60141 0.0 0.0 0.0 -0.001
C 0.75601 -3.69186 -3.67169 -0.1 0.0 0.0 0.004
C 2.71939 -2.21194 -1.88058 0.0 0.0 0.0 0.030
C 3.03957 -1.23352 -2.82227 0.0 0.1 0.0 0.011
C 4.32481 -1.11433 -3.32947 0.0 0.0 0.0 0.002
C 5.32415 -1.97912 -2.90539 -0.1 0.0 0.0 0.002
C 5.01923 -2.97068 -1.98272 0.0 0.0 0.0 -0.001
C 3.73056 -3.08549 -1.47414 0.1 0.0 -0.1 0.003
C 2.92726 -4.16557 1.68031 0.0 0.0 0.1 0.000
C 4.14787 -3.86662 2.31050 0.1 0.0 0.0 0.000
C 4.97403 -4.87606 2.78312 -0.1 0.0 -0.1 0.000
C 4.63564 -6.21361 2.63168 0.0 0.0 0.0 0.000
C 3.42137 -6.52029 2.03261 0.0 0.1 0.0 0.000
C 2.57265 -5.52307 1.57960 0.0 -0.1 0.0 0.000
P 0.73321 -0.80930 1.92595 -0.1 -0.8 0.4 0.078
C 1.46214 0.09898 3.37560 0.2 0.3 -0.3 -0.014
C 2.71067 0.72489 3.32591 -0.1 0.0 0.1 0.002
C 3.21174 1.39990 4.43078 0.0 0.0 -0.1 0.001
C 2.46511 1.46611 5.60062 -0.1 0.0 0.0 0.000
C 1.21645 0.85794 5.65582 0.0 0.0 -0.1 0.001
C 0.71883 0.17872 4.54830 0.0 0.1 0.1 0.002
C -0.44800 -1.88941 2.55702 0.0 -0.1 -0.1 -0.008
C -1.85373 -1.42872 2.21043 0.0 -0.1 0.0 0.018
C -2.86363 -2.50444 2.55209 0.1 0.0 -0.1 0.027
C -2.53323 -3.68334 3.10788 0.1 0.0 0.0 -0.010
C -1.17164 -4.02797 3.46678 0.0 -0.1 0.0 0.019
C -0.18203 -3.13094 3.17015 -0.2 0.2 0.1 -0.022
H 2.86400 -1.25488 0.73667 0.1 0.0 0.0 0.007
H 2.88956 -1.75366 2.42958 0.1 0.0 0.1 -0.001
H 0.14063 -3.64423 0.53425 0.0 -0.1 0.0 0.001
H 1.43107 -4.46864 -0.35549 0.1 0.0 0.0 0.003
H -1.61738 -3.39845 -1.27369 0.0 0.0 0.0 0.006
H -2.89229 -4.70091 -2.92005 0.0 0.0 0.0 0.000
H -1.85343 -5.35477 -5.06984 0.0 0.0 0.0 0.002
H 0.48746 -4.69963 -5.54459 0.0 0.0 0.0 0.000
H 1.77016 -3.39612 -3.90804 0.0 0.0 0.0 0.000
H 2.27780 -0.54352 -3.16684 0.1 0.0 0.1 0.006
H 4.54919 -0.33080 -4.04372 0.0 0.0 0.0 0.000
H 6.33164 -1.87889 -3.28951 0.0 0.0 0.0 0.000
H 5.78260 -3.66260 -1.64620 0.0 0.0 0.0 0.000
H 3.53608 -3.87320 -0.76031 -0.1 0.0 0.0 0.000
H 4.47749 -2.84345 2.42176 0.0 0.0 0.0 0.000
H 5.90269 -4.60260 3.26966 0.0 0.0 0.0 0.000
H 5.29900 -6.99534 2.97927 0.0 0.0 0.0 0.000
H 3.11714 -7.55513 1.92655 0.0 0.0 0.0 0.000
H 1.61124 -5.80077 1.17084 0.0 0.0 0.0 0.000
H 3.29454 0.69451 2.41032 0.0 0.0 0.0 0.001
H 4.18305 1.87945 4.37634 0.0 0.0 0.0 0.000
H 2.85508 1.98798 6.46687 0.0 0.0 0.0 0.000
H 0.63116 0.90348 6.56689 0.0 0.0 0.0 0.000
H -0.24905 -0.31249 4.58258 0.1 0.0 0.0 0.000
H -2.12115 -0.51409 2.76106 -0.1 0.0 0.1 -0.005
H -3.90207 -2.28739 2.30570 0.0 -0.1 0.0 0.001
H -3.31775 -4.40903 3.30598 0.0 0.0 0.0 -0.001
H -0.94734 -4.97509 3.94055 0.0 0.0 0.0 0.002
H 0.84718 -3.39484 3.40009 0.0 0.0 0.0 0.000
O 3.17909 1.57501 -1.18899 0.6 0.4 -0.1 0.035
C 2.14334 1.52972 -0.56975 -0.4 -0.3 0.0 0.028
O 1.17179 0.70675 -0.81493 1.7 0.2 -1.4 -0.046
C 1.84602 2.40215 0.61831 0.6 0.0 -0.4 0.032
C 2.71174 3.38047 1.04492 0.4 0.3 -0.1 0.005
C 2.39701 4.11025 2.18066 0.3 0.0 -0.3 0.004
C 1.24291 3.78664 2.85303 -0.3 -0.1 0.2 -0.005
C 0.43949 2.77278 2.35856 -0.4 0.0 0.3 0.011
N 0.71146 2.11346 1.23738 0.0 0.2 0.3 0.000
H 3.60955 3.54623 0.46301 0.0 0.0 0.1 0.000
H 3.04780 4.89647 2.54096 0.0 0.0 0.0 0.000
H 0.95536 4.30167 3.75954 0.0 -0.1 0.0 0.001
H -0.45727 2.46318 2.87193 0.0 0.0 0.0 0.005
N -3.49837 -2.27467 -6.12273 -0.1 -0.1 -0.1 0.041
C -3.05378 -1.71819 -5.22126 0.1 0.2 0.1 -0.018
C -2.50280 -1.03806 -4.08484 0.1 0.2 0.2 0.062
C -3.30676 -0.62098 -3.02025 -0.3 -0.1 -0.3 -0.045
C -2.73086 -0.08154 -1.90119 0.3 0.0 0.2 0.109
N -1.38684 0.03143 -1.72667 -0.5 -0.4 -1.1 0.002
C -0.64607 -0.18442 -2.84277 0.1 0.3 0.3 0.125
C -1.15124 -0.72283 -3.99993 -0.1 -0.2 -0.5 -0.022
H -4.38393 -0.70584 -3.08082 0.0 -0.1 0.1 0.003
H -3.33621 0.29315 -1.09342 -0.1 -0.1 0.1 -0.005
H 0.38159 0.13069 -2.77647 0.1 -0.2 0.1 -0.001
H -0.49267 -0.90188 -4.83970 0.0 0.0 0.1 -0.001
C -1.91349 -1.04126 0.71989 0.1 -0.2 0.1 0.008
H -1.70134 -1.96399 0.16863 0.0 0.0 -0.1 0.045
H -2.96068 -0.79121 0.51424 0.0 0.2 -0.1 0.011
C -1.13698 2.64936 -0.92162 0.4 -0.1 -0.4 0.045
C -0.83750 2.85801 -2.35792 -0.1 0.2 0.2 -0.011
C 0.44683 3.19361 -2.80808 0.1 -0.1 -0.1 -0.007
C 0.71717 3.41916 -4.14467 0.1 0.0 0.1 0.005
C -0.30106 3.32215 -5.09163 0.0 0.0 -0.2 -0.009
C -1.58173 2.96636 -4.67333 -0.1 0.0 0.0 0.010
C -1.83715 2.74464 -3.33241 0.0 -0.1 -0.1 -0.010
C -0.04604 3.63851 -6.47516 0.0 -0.1 0.2 0.001
N 0.15313 3.91089 -7.57559 0.0 0.0 0.0 -0.002
H -2.20544 2.76184 -0.74720 -0.1 -0.1 0.0 0.003
H -0.61510 3.40697 -0.33521 -0.1 0.0 0.1 -0.002
H 1.25527 3.28124 -2.09409 0.0 0.1 0.0 -0.006
H 1.71825 3.68859 -4.45813 0.0 0.0 0.0 0.000
H -2.37641 2.88425 -5.40450 0.0 0.0 0.0 0.000
H -2.84284 2.48586 -3.02319 0.0 0.0 0.0 -0.009
C -4.70861 1.88226 1.25812 -0.2 -0.1 0.0 0.007
Si -3.06419 2.31667 2.04235 0.0 -0.1 -0.2 -0.009
C -2.80915 4.16856 1.81733 0.0 0.1 0.0 0.008
C -3.21104 2.01522 3.88404 0.0 -0.1 0.2 0.004
O -1.87592 1.45428 1.38467 -0.3 0.3 0.5 0.149
H -5.51054 2.52520 1.63861 0.0 -0.1 0.0 0.000
H -4.98039 0.84347 1.47258 0.0 0.1 0.0 0.000
H -4.67320 2.00363 0.16984 0.0 0.0 0.1 0.000
H -3.43667 4.73799 2.51221 0.0 0.0 -0.1 0.000
H -3.05777 4.48750 0.80090 0.0 0.0 0.0 0.000
H -1.76824 4.45260 2.00129 -0.1 0.0 0.0 -0.002
H -3.97784 2.67162 4.31055 0.0 0.0 0.0 -0.001
H -2.27154 2.21405 4.41306 -0.1 0.0 0.0 0.000
H -3.49416 0.98030 4.09734 0.0 0.0 0.0 0.000

=====

no.,strongest force on any atom (hartree/bohr)
1,0.059
2,0.170
3,0.042
4,0.061